{"formula": "C6H18O3RbS3", "method": "the ωB97M-V functional and the def2-TZVPD basis", "elements": ["Rb", "C", "S", "O", "C", "H", "H", "H", "H", "H", "H", "C", "S", "O", "C", "H", "H", "H", "H", "H", "H", "C", "S", "O", "C", "H", "H", "H", "H", "H", "H"], "positions_angstrom": [[-0.0857, 0.2740, -0.4877], [2.7191, 2.8446, -3.8618], [1.5056, 1.5519, -4.0699], [1.3415, 0.8751, -2.7512], [0.0827, 2.6071, -4.2757], [3.6088, 2.5540, -4.4183], [2.9800, 2.9717, -2.8130], [2.3558, 3.7978, -4.2420], [-0.0019, 2.9443, -5.3082], [0.1452, 3.4594, -3.5984], [-0.8205, 2.0488, -4.0337], [1.9308, -3.9583, 1.1964], [2.6711, -2.3732, 0.8102], [1.9106, -1.8536, -0.3692], [2.0988, -1.4899, 2.2545], [2.5182, -4.4885, 1.9413], [1.9301, -4.5040, 0.2520], [0.8833, -3.8153, 1.4599], [1.0858, -1.7453, 2.5541], [2.2083, -0.4277, 2.0318], [2.8294, -1.6695, 3.0474], [-3.9464, -1.1943, 2.2828], [-2.5864, -0.2822, 3.0099], [-1.4243, -0.4080, 2.0698], [-3.2469, 1.3719, 2.7583], [-3.7393, -2.2537, 2.4178], [-4.0066, -0.9781, 1.2161], [-4.8629, -0.9168, 2.8007], [-4.2017, 1.4723, 3.2705], [-3.3754, 1.5308, 1.6875], [-2.5070, 2.0547, 3.1680]], "nbo_charge": [0.974, -0.843, 1.280, -1.051, -0.839, 0.251, 0.254, 0.240, 0.251, 0.227, 0.239, -0.828, 1.268, -1.037, -0.843, 0.244, 0.253, 0.229, 0.245, 0.232, 0.247, -0.825, 1.266, -1.054, -0.820, 0.249, 0.231, 0.244, 0.246, 0.224, 0.246], "charge": 1, "max_force_ev_per_a": 0.72, "orbital_gap_ev": 9.044, "relative_energy_kcal_mol": 4.5}